73
Properties=species:S:1:pos:R:3:mulliken_spin:R:1 method="wB97M-V/def2-TZVPD" spin_multiplicity=3 homo_lumo_gap_ev="6.6 / 6.2" total_charge=-1 e_above_lowest_kj_mol=4.7
Pt 1.01 0.03 0.62 0.917
C -1.30 -4.63 3.87 0.000
C -0.06 -4.14 3.48 0.001
C 0.03 -3.19 2.47 -0.029
C -1.11 -2.73 1.84 0.002
C -2.36 -3.21 2.24 0.011
C -2.45 -4.16 3.25 0.001
As -0.90 -1.41 0.44 0.248
C -1.18 -2.44 -1.17 0.008
C -1.58 -3.78 -1.15 0.000
C -1.71 -4.47 -2.35 -0.002
C -1.42 -3.85 -3.55 0.005
C -1.01 -2.53 -3.57 -0.008
C -0.88 -1.82 -2.38 0.007
C -2.57 -0.43 0.61 0.032
C -3.66 -0.65 -0.22 0.011
C -4.83 0.08 -0.03 -0.002
C -4.92 1.01 0.99 0.003
C -3.83 1.22 1.83 -0.003
C -2.65 0.51 1.64 -0.006
H -1.37 -5.36 4.66 0.000
H 0.85 -4.49 3.96 0.001
H 1.00 -2.79 2.18 0.023
H -3.26 -2.84 1.76 0.002
H -3.42 -4.53 3.55 0.000
H -1.79 -4.28 -0.21 0.000
H -2.02 -5.51 -2.33 0.000
H -1.51 -4.40 -4.48 0.000
H -0.74 -2.04 -4.50 0.000
H -0.52 -0.80 -2.39 -0.001
H -3.59 -1.37 -1.03 0.001
H -5.67 -0.09 -0.69 0.000
H -5.83 1.57 1.13 0.000
H -3.88 1.96 2.62 0.000
H -1.79 0.69 2.28 -0.002
Te 1.42 1.19 2.87 0.219
C 2.50 -0.29 3.96 -0.002
C 3.89 -0.27 3.95 0.000
C 4.62 -1.20 4.69 -0.003
C 3.96 -2.18 5.42 0.009
C 2.57 -2.21 5.42 -0.001
C 1.85 -1.27 4.70 0.015
H 4.41 0.48 3.37 -0.002
H 5.70 -1.17 4.67 0.000
H 4.52 -2.91 5.99 0.001
H 2.05 -2.97 5.99 0.000
H 0.77 -1.31 4.71 -0.004
O 2.24 -2.07 -2.81 0.013
C 2.21 -1.65 -1.66 -0.020
O 1.94 -0.43 -1.32 0.102
C 2.53 -2.61 -0.53 0.027
C 2.14 -3.94 -0.63 0.015
C 2.47 -4.84 0.37 0.005
C 3.22 -4.43 1.46 0.004
C 3.62 -3.10 1.57 0.007
C 3.27 -2.19 0.58 0.024
H 1.59 -4.25 -1.51 0.000
H 2.15 -5.87 0.29 0.001
H 3.48 -5.14 2.24 0.001
H 4.19 -2.77 2.43 -0.003
H 3.59 -1.15 0.65 -0.029
F 4.36 3.28 -4.06 0.002
C 3.33 3.02 -3.25 0.032
C 2.25 2.28 -3.72 -0.010
F 2.26 1.83 -4.98 -0.001
C 1.18 2.03 -2.88 -0.012
F 0.18 1.31 -3.39 -0.002
C 1.14 2.48 -1.57 0.023
Se -0.30 2.03 -0.41 0.360
C 2.23 3.23 -1.13 0.017
F 2.28 3.71 0.11 -0.001
C 3.32 3.49 -1.95 -0.011
F 4.36 4.21 -1.50 -0.001